Entry 1:
Computed, not measured: a 3-piece molecular cluster, C3H11NO3 overall, with ωB97M-V/def2-TZVPD.

Properties
* expectation value of S²: 0.764
* LUMO (spin up / spin down): -4.25 / -8.91 eV
* HOMO level (spin up / spin down): -15.09 / -15.07 eV
* energy relative to the best compared isomer or geometry (same formula, charge and spin): 13.77 kcal/mol
* spin multiplicity: 2
* charge: +1
* gap between HOMO and LUMO (spin up / spin down): 10.84 / 6.16 eV
* E_tot: -10912.58237 eV

Last column: Löwdin spin population.
Geometry (Å):
C -0.70 1.04 -0.48  0.000
N -0.98 -0.34 -0.40  0.537
C -0.37 -1.06 0.66  0.082
C -1.68 -1.07 -1.43  0.068
O -0.25 1.61 0.46  0.183
H -0.94 1.53 -1.43  -0.003
H -0.77 -0.68 1.61  0.041
H 0.70 -0.85 0.78  0.031
H -0.60 -2.11 0.55  0.002
H -2.40 -0.44 -1.94  0.004
H -2.33 -1.78 -0.92  0.015
H -0.96 -1.54 -2.11  0.036
H 0.88 0.25 3.05  0.000
H 1.76 1.41 2.65  0.000
O 1.79 0.47 2.81  0.005
H 1.75 1.60 -1.66  0.000
H 2.63 1.01 -0.62  0.000
O 2.46 0.96 -1.57  -0.001



Entry 2:
Computed, not measured: one molecule with the formula C3H3F5, with ωB97M-V/def2-TZVPD.

Properties
* LUMO: 0.79 eV
* HOMO level: -12.63 eV
* energy relative to the best compared isomer or geometry (same formula, charge and spin): 0.87 kcal/mol
* gap between HOMO and LUMO: 13.43 eV
* E_tot: -16747.62605 eV
* structure (SMILES): FC(F)CC(F)(F)F

Last column: natural (NBO) charge in e.
Geometry (Å):
F -1.55 -1.05 -0.72  -0.332
C -1.33 0.00 0.08  0.576
F -1.55 1.10 -0.71  -0.344
C 0.11 0.01 0.61  -0.565
C 1.23 0.00 -0.41  0.985
F 1.06 -1.10 -1.19  -0.324
F 1.20 1.11 -1.16  -0.317
F 2.46 -0.04 0.12  -0.317
H -2.13 -0.01 0.85  0.145
H 0.28 -0.89 1.22  0.247
H 0.20 0.86 1.32  0.247



Entry 3:
Computed, not measured: one molecule with the formula C27H31NO3, with ωB97M-V/def2-TZVPD.

Properties
* LUMO: 0.73 eV
* HOMO level: -7.83 eV
* energy relative to the best compared isomer or geometry (same formula, charge and spin): 0.00 kcal/mol
* gap between HOMO and LUMO: 8.56 eV
* E_tot: -36135.73090 eV
* structure (SMILES): COc1ccccc1[C@H](CC(=O)Nc1ccc(C)c(C)c1)c1ccc(OC(C)C)cc1

Last column: natural (NBO) charge in e.
Geometry (Å):
C -5.36 -2.29 1.27  -0.247
O -4.51 -1.17 1.17  -0.505
C -4.66 -0.33 0.10  0.309
C -5.61 -0.50 -0.89  -0.295
C -5.69 0.40 -1.94  -0.197
C -4.81 1.47 -2.01  -0.253
C -3.87 1.64 -1.01  -0.160
C -3.78 0.76 0.05  -0.074
C -2.76 0.88 1.16  -0.250
C -2.25 2.33 1.40  -0.485
C -1.04 2.65 0.54  0.699
O -1.11 3.23 -0.52  -0.620
N 0.12 2.23 1.11  -0.628
C 1.38 2.04 0.52  0.239
C 1.64 2.34 -0.81  -0.278
C 2.90 2.08 -1.33  -0.181
C 3.91 1.55 -0.55  -0.052
C 5.26 1.29 -1.14  -0.627
C 3.65 1.26 0.79  0.008
C 4.73 0.71 1.68  -0.631
C 2.39 1.50 1.30  -0.255
C -1.59 -0.04 0.89  -0.056
C -0.97 -0.74 1.92  -0.208
C 0.17 -1.48 1.69  -0.259
C 0.74 -1.53 0.42  0.312
O 1.89 -2.25 0.33  -0.505
C 2.59 -2.33 -0.91  0.099
C 4.02 -2.74 -0.56  -0.612
C 1.94 -3.36 -1.84  -0.634
C 0.11 -0.86 -0.62  -0.307
C -1.04 -0.13 -0.39  -0.142
H -5.05 -2.81 2.18  0.199
H -6.41 -2.00 1.36  0.175
H -5.24 -2.97 0.42  0.178
H -6.30 -1.33 -0.87  0.216
H -6.43 0.26 -2.71  0.211
H -4.86 2.16 -2.83  0.213
H -3.18 2.47 -1.07  0.234
H -3.25 0.54 2.08  0.236
H -1.99 2.44 2.45  0.215
H -3.05 3.03 1.17  0.240
H 0.05 1.79 2.02  0.401
H 0.87 2.77 -1.43  0.253
H 3.09 2.31 -2.37  0.206
H 5.29 1.60 -2.19  0.216
H 5.51 0.23 -1.09  0.212
H 6.03 1.83 -0.60  0.215
H 5.18 -0.18 1.25  0.213
H 5.52 1.45 1.81  0.218
H 4.33 0.46 2.66  0.216
H 2.18 1.26 2.34  0.200
H -1.39 -0.70 2.91  0.210
H 0.65 -2.01 2.49  0.222
H 2.60 -1.34 -1.38  0.179
H 4.45 -2.02 0.13  0.213
H 4.62 -2.78 -1.46  0.210
H 4.02 -3.72 -0.09  0.212
H 2.48 -3.40 -2.78  0.212
H 1.97 -4.34 -1.37  0.212
H 0.90 -3.11 -2.03  0.218
H 0.51 -0.88 -1.62  0.220
H -1.51 0.39 -1.21  0.220



> Which of these has the highest E_tot?

C3H11NO3